1.
The following is a DFT calculation (wB97M-V/def2-TZVPD) of a cluster of 21 separate species, H42O21 in total in a non-equilibrium geometry.

Geometry as XYZ:
```
63
Properties=species:S:1:pos:R:3:mulliken_charge:R:1
O 9.15343 11.50775 11.70909 -0.736
O 9.98787 8.91530 12.05052 -0.443
O 13.10949 11.61417 8.18782 -0.616
O 9.81210 5.31179 5.18490 -0.655
O 9.14104 10.94784 6.75004 -0.580
O 10.15665 6.04462 11.28624 -0.653
O 9.88527 12.68520 9.09168 -0.739
O 8.22449 9.60677 9.54302 0.446
O 12.24873 8.04936 11.08293 -0.726
O 7.40873 11.97588 8.65892 -0.707
O 6.91386 10.20282 5.17913 -0.622
O 11.15212 5.18309 7.95202 -0.689
O 8.85836 5.65374 8.87808 -0.720
O 6.22654 12.35178 11.68862 -0.555
O 5.04407 5.49443 8.26861 -0.626
O 13.84960 6.80028 8.57340 -0.687
O 8.86719 8.03519 3.91091 -0.661
O 5.21957 10.22612 9.85272 -0.668
O 11.23194 9.69971 9.02352 -0.556
O 6.77312 8.49596 11.99366 -0.529
O 7.51760 8.07320 7.34246 -0.473
H 9.72206 6.04259 12.15109 0.249
H 12.81156 12.08755 7.37644 0.308
H 5.87166 9.65742 10.25564 0.253
H 8.91675 10.90162 5.82190 0.283
H 11.93820 8.78383 10.52779 0.319
H 5.32644 6.05246 8.99311 0.297
H 6.92796 9.75724 4.33847 0.289
H 13.04947 6.30474 8.35022 0.355
H 6.12200 7.94880 12.46222 0.246
H 8.26415 6.30220 8.44730 0.344
H 10.20847 12.39076 9.94802 0.346
H 8.07917 10.50746 9.19619 0.224
H 8.37086 11.82200 12.19624 0.260
H 8.91070 5.22988 5.53354 0.286
H 5.65408 11.87946 11.05840 0.315
H 8.52894 11.62424 7.13142 0.354
H 7.61302 8.07498 12.23065 0.228
H 10.24893 12.07911 8.44631 0.279
H 6.74639 9.54057 5.85023 0.309
H 10.61584 9.57369 8.27926 0.188
H 9.92008 9.83908 12.35297 0.259
H 9.52492 7.37934 4.13927 0.326
H 11.07944 6.32072 11.42543 0.299
H 13.71950 12.20067 8.63605 0.279
H 8.83373 11.07718 10.90140 0.198
H 8.14756 12.49082 9.09453 0.390
H 10.89946 8.61081 12.15228 0.377
H 12.99048 7.67399 10.57746 0.320
H 9.12454 6.03919 9.74884 0.370
H 4.49027 9.69110 9.57667 0.252
H 10.37803 5.32189 5.98439 0.386
H 7.91792 8.42451 8.18364 0.348
H 6.56404 12.01950 9.11639 0.144
H 5.64431 12.93787 12.18753 0.257
H 6.56917 7.93678 7.53199 0.310
H 13.78381 7.65011 8.14139 0.302
H 11.91828 10.38268 8.81113 0.276
H 5.86594 5.16411 7.87936 0.323
H 11.03089 4.25750 8.25752 0.294
H 8.47745 8.26859 4.75913 0.301
H 10.31153 5.59014 8.17670 0.481
H 9.05334 9.32532 9.99319 -0.026
```

Calculated values
ΔE to the lowest compared entry with this formula, charge and spin, eV: 3.7505
E_LUMO, eV: -0.159
HOMO-LUMO gap, eV: 10.688
E_tot, eV: -43682.0646
Net charge: 0



2.
The following is a DFT calculation (wB97M-V/def2-TZVPD) of a cluster of 21 separate species, H43O21 in total in a non-equilibrium geometry.

Geometry as XYZ:
```
64
Properties=species:S:1:pos:R:3:mulliken_charge:R:1
O 2.68230 -2.22028 -2.88341 -0.680
O -4.14597 -1.72909 -3.26250 -0.620
O -0.48156 1.16425 1.41810 -0.530
O 0.23173 1.71898 -2.97858 -0.585
O -0.59672 4.30230 1.84435 -0.630
O 4.37172 1.22527 -1.57173 -0.588
O 2.01664 -3.45051 -0.60144 -0.546
O 1.48944 -0.00659 -1.06752 -0.372
O 0.83290 -3.05643 3.31648 -0.538
O 2.46221 1.96942 3.97290 -0.658
O -1.75445 1.80922 3.95646 -0.594
O -1.67110 -3.05788 0.94412 -0.579
O 0.72162 -2.33073 1.03178 -0.577
O -3.38411 2.42094 -1.86006 -0.490
O -1.49734 0.54917 -1.29670 -0.160
O -0.28432 -0.50876 4.55328 -0.560
O -4.09574 -0.16438 1.40244 -0.578
O -1.05856 3.71233 -0.68484 -0.564
O 1.92494 -0.02771 2.06663 -0.598
O 0.65742 -3.74885 -3.60256 -0.628
O 2.56510 0.04767 -3.95159 -0.653
H -4.88575 -0.48530 1.85741 0.300
H 0.52742 -1.67419 1.76633 0.309
H 3.05484 -2.47209 -3.73118 0.275
H -0.91829 0.82576 2.22330 0.251
H 0.90555 2.42197 -2.95487 0.291
H 2.51475 -2.83329 -1.19255 0.376
H -1.21526 0.98578 -2.12703 0.329
H 2.10488 0.47864 -1.62351 0.167
H -1.62486 -3.42386 0.05431 0.357
H -3.76704 -2.45489 -2.75025 0.295
H -0.29206 -2.74658 1.07514 0.765
H -3.79602 3.14598 -2.35435 0.257
H -1.55123 4.40590 1.89420 0.292
H 4.97152 1.08903 -0.82484 0.303
H -3.61727 -0.95081 -3.05697 0.325
H 0.78044 0.54931 -0.72410 0.276
H 0.15951 -2.98817 -3.24924 0.279
H -0.85988 -1.27074 4.65113 0.281
H 1.46225 -3.48860 2.73005 0.299
H 3.10162 -0.45187 -3.30648 0.340
H -4.39247 -0.10446 0.48551 0.296
H -2.48587 1.97228 3.35121 0.258
H -0.33480 2.27064 -3.56215 0.262
H -2.44362 -2.51694 1.15831 0.309
H 2.77608 2.61645 3.33327 0.315
H 3.15214 1.51802 4.45874 0.300
H -1.37782 2.90368 -1.09117 0.172
H -0.42783 4.31859 0.88696 0.393
H -4.19541 1.90349 -1.75855 0.252
H 1.82797 0.15895 -3.33310 0.352
H 4.98778 0.94824 -2.26572 0.302
H 2.20812 0.77581 2.53871 0.270
H -0.58284 2.12518 1.58563 0.257
H 1.17209 0.30110 1.54464 0.277
H -1.80149 1.31458 -0.80777 0.055
H -0.46603 0.36605 4.87986 0.267
H -0.60991 4.15108 -1.41657 0.195
H 1.31972 -2.91106 4.13402 0.288
H 0.37589 -3.52955 -4.50981 0.346
H 2.60472 -4.21017 -0.54183 0.242
H 0.44329 -1.79167 0.25325 0.272
H -1.55211 2.67162 4.33802 0.304
H 1.76112 -2.53224 -2.76355 0.376
```

Calculated values
ΔE to the lowest compared entry with this formula, charge and spin, eV: 5.1384
E_LUMO, eV: -2.853
HOMO-LUMO gap, eV: 9.671
E_tot, eV: -43687.6705
Net charge: +1



3.
The following is a DFT calculation (wB97M-V/def2-TZVPD) of a structure of composition H48LiO24 in a non-equilibrium geometry.

Geometry as XYZ:
```
73
Properties=species:S:1:pos:R:3:mulliken_charge:R:1
O 12.17462 19.07244 4.88741 0.430
O 11.68076 19.82689 7.38253 -0.697
O 18.29362 19.19424 1.75559 -0.695
O 11.19736 22.55055 6.44127 -0.599
O 10.53216 17.19891 5.93362 -0.586
O 9.78057 19.93646 2.14038 -0.675
O 17.33026 20.00065 4.29848 -0.592
O 10.87925 16.49934 2.73383 -0.648
O 16.86360 20.85037 -0.13745 -0.608
O 8.86998 18.04530 3.85668 -0.635
O 13.69758 21.65474 7.61436 -0.593
O 9.10735 21.09555 5.46921 -0.555
O 16.14919 17.04227 1.33117 -0.569
O 10.64503 24.02542 4.25406 -0.710
O 13.90252 21.13982 4.58767 -0.100
O 14.18894 16.07396 6.38505 -0.569
O 16.85156 22.59872 5.00441 -0.691
O 15.01754 18.72962 2.96777 -0.330
O 14.44034 23.49395 0.30854 -0.603
O 12.05294 22.18169 -0.83809 -0.585
O 11.23777 23.41143 1.71056 -0.492
O 16.37430 17.98649 6.03740 -0.569
O 13.37906 24.97028 2.52273 -0.724
O 12.23374 20.90509 2.01286 -0.177
Li 13.34109 19.76942 3.19359 0.368
H 10.80965 23.20230 4.71406 0.370
H 8.91594 20.44106 6.14095 0.275
H 13.76760 20.80213 5.47310 0.125
H 12.11877 22.58026 6.69886 0.265
H 11.89238 19.16113 8.03691 0.255
H 15.91801 16.26537 1.84030 0.259
H 14.39301 15.19005 6.69048 0.278
H 16.70104 22.51106 5.94562 0.323
H 17.68332 18.49053 1.53525 0.296
H 13.00615 20.99602 7.67957 0.358
H 10.98901 23.57655 2.62000 0.356
H 12.69120 22.62345 -0.27800 0.405
H 15.39141 23.55648 0.22027 0.258
H 10.60122 17.27444 6.88534 0.206
H 9.69323 19.27070 2.82256 0.347
H 12.75554 25.65825 2.75544 0.312
H 16.96355 17.58067 6.67326 0.231
H 12.10111 21.76147 1.60634 -0.102
H 11.21994 24.65921 4.68302 0.285
H 17.14667 21.71710 0.15390 0.274
H 17.79478 22.47391 4.89956 0.315
H 10.99602 15.88328 3.45706 0.261
H 11.38328 21.86238 -0.23326 0.293
H 9.53526 17.47623 3.46965 0.375
H 10.47369 23.67976 1.20025 0.207
H 14.57894 21.80979 4.68681 0.056
H 14.21517 24.16078 0.95728 0.352
H 8.99963 17.95827 4.80105 0.303
H 17.08158 20.26920 0.59122 0.402
H 9.94359 21.47671 5.73690 0.345
H 10.74442 23.06355 7.11052 0.254
H 16.99330 20.87973 4.47144 0.406
H 15.52102 17.59031 6.21401 0.299
H 11.35865 16.10666 2.00431 0.289
H 13.24857 16.05532 6.20731 0.273
H 11.35091 20.55107 2.12017 0.515
H 9.23575 19.61629 1.42142 0.288
H 15.35646 18.17950 2.26155 0.256
H 10.72495 19.81826 7.33180 0.234
H 15.70946 18.72438 3.62918 0.193
H 10.04698 16.38604 5.79197 0.279
H 11.45044 18.45676 5.00026 -0.038
H 18.19084 19.31422 2.69966 0.348
H 12.22180 19.54263 5.71983 0.138
H 17.07017 19.48893 5.06446 0.280
H 12.87567 24.15862 2.58634 0.340
H 16.41757 16.69946 0.47872 0.267
H 13.60017 22.18408 8.40591 0.300
```

Calculated values
ΔE to the lowest compared entry with this formula, charge and spin, eV: 3.3508
E_LUMO, eV: -3.629
HOMO-LUMO gap, eV: 8.215
E_tot, eV: -50123.0531
Net charge: +1



4.
The following is a DFT calculation (wB97M-V/def2-TZVPD) of a cluster of 2 separate species, H4I2OSi2 in total in a non-equilibrium geometry.

Geometry as XYZ:
```
9
Properties=species:S:1:pos:R:3:mulliken_charge:R:1
I -3.18920 -0.57101 0.14575 0.138
I 1.30277 -2.06389 -0.22178 -0.267
Si 1.41156 0.08987 1.11132 0.348
Si -1.44306 0.31013 -1.26840 0.521
O 0.22186 0.95215 0.59529 -0.482
H -1.56075 1.72520 -1.51234 0.000
H 1.30029 -0.38232 2.47941 -0.121
H 2.73213 0.59294 0.77333 -0.118
H -0.77559 -0.65308 -2.10257 -0.020
```

Calculated values
ΔE to the lowest compared entry with this formula, charge and spin, eV: 2.5254
E_LUMO, eV: -1.488
HOMO-LUMO gap, eV: 7.610
E_tot, eV: -34069.5090
Net charge: 0



5.
The following is a DFT calculation (wB97M-V/def2-TZVPD) of the ion H4N with charge +1.

Geometry as XYZ:
```
5
Properties=species:S:1:pos:R:3:mulliken_charge:R:1
N 0.00817 -0.00025 -0.00223 -0.550
H 0.27289 0.97007 -0.21159 0.389
H 0.17914 -0.19007 0.98866 0.387
H 0.52932 -0.67007 -0.57138 0.386
H -0.98952 -0.10968 -0.20347 0.388
```

Calculated values
ΔE to the lowest compared entry with this formula, charge and spin, eV: 0.0026
SMILES: [NH4+]
E_LUMO, eV: -4.798
HOMO-LUMO gap, eV: 20.298
E_tot, eV: -1547.8708
Net charge: +1



6.
The following is a DFT calculation (wB97M-V/def2-TZVPD) of a cluster of 2 separate species, H4N2O2P in total in a non-equilibrium geometry.

Geometry as XYZ:
```
9
Properties=species:S:1:pos:R:3:mulliken_charge:R:1
P 1.02611 0.53109 0.03736 0.086
O -1.77852 1.16347 0.18372 -0.728
O 2.48127 0.66935 0.03773 -0.593
N 0.72132 -1.05214 0.73293 -0.453
N 0.73813 -1.08453 -0.69915 -0.422
H -0.29514 -1.26446 -0.96896 0.202
H -1.63865 1.21094 -0.76922 0.355
H -0.29714 -1.02495 0.99924 0.235
H -0.95738 0.85123 0.44634 0.318
```

Calculated values
ΔE to the lowest compared entry with this formula, charge and spin, eV: 4.8042
E_LUMO, eV: 4.327
HOMO-LUMO gap, eV: 7.882
E_tot, eV: -16428.7113
Net charge: -1



7.
The following is a DFT calculation (wB97M-V/def2-TZVPD) of an isolated molecule of H4N2O2S2 in a non-equilibrium geometry.

Geometry as XYZ:
```
10
Properties=species:S:1:pos:R:3:mulliken_charge:R:1
S 1.22461 0.62374 1.03953 0.558
S 0.99554 -1.31475 -0.54315 0.420
O 0.76459 0.52841 2.42432 -0.481
O 1.17279 -0.36732 -1.64482 -0.484
N -0.04623 1.48671 0.25783 -0.479
N -0.99177 -1.77943 -0.25207 -0.622
H -1.49229 -0.85538 -0.33125 0.290
H -0.39543 2.18152 0.82989 0.271
H -0.06240 1.81403 -0.68125 0.254
H -1.16940 -2.31754 -1.09902 0.273
```

Calculated values
ΔE to the lowest compared entry with this formula, charge and spin, eV: 1.3742
SMILES: NS(=O)#S(N)=O
E_LUMO (alpha / beta), eV: -0.896 / -0.895
HOMO-LUMO gap (alpha / beta), eV: 7.696 / 7.700
E_tot, eV: -28807.5240
Net charge: 0



8.
The following is a DFT calculation (wB97M-V/def2-TZVPD) of an isolated molecule of H4N2Si in a non-equilibrium geometry.

Geometry as XYZ:
```
7
Properties=species:S:1:pos:R:3:mulliken_charge:R:1
Si -0.64067 0.02229 0.02188 0.444
N 0.90318 0.82920 -0.06921 -0.430
N 0.87562 -0.87854 0.04247 -0.449
H -1.05694 0.03548 -1.49108 -0.051
H 1.43069 -0.97839 -0.75278 0.287
H 1.49647 0.97295 0.81534 0.279
H -1.54502 0.05942 1.11056 -0.080
```

Calculated values
ΔE to the lowest compared entry with this formula, charge and spin, eV: 2.0329
SMILES: N1N[SiH2]1
E_LUMO, eV: 0.728
HOMO-LUMO gap, eV: 10.262
E_tot, eV: -10920.0871
Net charge: 0



9.
The following is a DFT calculation (wB97M-V/def2-TZVPD) of a cluster of 2 separate species, H4N3O in total in a non-equilibrium geometry.

Geometry as XYZ:
```
8
Properties=species:S:1:pos:R:3:mulliken_charge:R:1
O -2.03985 -0.93792 0.11721 -0.670
N 1.86777 -0.27012 -0.25663 -0.784
N -1.30551 1.15112 -0.02187 -0.563
N -1.08070 -0.08440 0.00776 -0.076
H -2.32299 1.40040 0.04662 0.228
H 2.18847 -0.01792 0.67778 0.183
H 1.80561 -1.28370 -0.26453 0.213
H 0.88719 0.04254 -0.30633 0.468
```

Calculated values
ΔE to the lowest compared entry with this formula, charge and spin, eV: 0.0000
E_LUMO, eV: 5.030
HOMO-LUMO gap, eV: 8.051
E_tot, eV: -6581.5682
Net charge: -1



10.
The following is a DFT calculation (wB97M-V/def2-TZVPD) of a cluster of 2 separate species, H4N3O3S in total in a non-equilibrium geometry.

Geometry as XYZ:
```
11
Properties=species:S:1:pos:R:3:mulliken_charge:R:1
S -0.78038 -1.73837 -0.69374 1.140
O -2.01378 -1.68144 -0.01730 -0.635
O 0.06617 -2.50090 0.12924 -0.621
O -0.87621 -2.05867 -2.15632 -0.728
N 0.99716 -0.53442 -1.78134 -0.543
N 0.03867 -0.22456 -1.01032 0.018
N -1.14215 1.02949 1.15000 -0.731
H -1.84051 0.66069 1.78807 0.225
H 0.93878 -1.61167 -1.98046 0.326
H -1.83506 0.74186 0.46666 0.268
H -0.17020 0.77376 1.09537 0.281
```

Calculated values
ΔE to the lowest compared entry with this formula, charge and spin, eV: 1.6830
E_LUMO, eV: 4.147
HOMO-LUMO gap, eV: 9.293
E_tot, eV: -21511.7904
Net charge: -1



11.
The following is a DFT calculation (wB97M-V/def2-TZVPD) of an isolated molecule of H4N3P in a non-equilibrium geometry.

Geometry as XYZ:
```
8
Properties=species:S:1:pos:R:3:mulliken_spin:R:1
P -0.60558 1.09175 1.60617 0.118
N 0.47256 -0.55820 -1.77544 0.376
N -0.53212 -0.19709 -0.52436 0.741
N 0.13002 0.56307 0.16552 0.785
H -1.75233 0.27417 1.77953 0.001
H 1.28569 -0.05707 -1.51794 -0.024
H 0.61391 -1.54396 -1.89298 -0.015
H 0.38786 0.42734 2.15950 0.018
```

Calculated values
ΔE to the lowest compared entry with this formula, charge and spin, eV: 2.1791
Multiplicity: 3
E_LUMO (alpha / beta), eV: 1.275 / -2.300
HOMO-LUMO gap (alpha / beta), eV: 7.751 / 7.064
E_tot, eV: -13817.5850
Net charge: 0



12.
The following is a DFT calculation (wB97M-V/def2-TZVPD) of an isolated molecule of H4N4 in a non-equilibrium geometry.

Geometry as XYZ:
```
8
Properties=species:S:1:pos:R:3:mulliken_charge:R:1
N -1.01783 -0.39370 0.12398 -0.700
N 0.36292 1.21542 -0.00027 -0.950
N 1.20007 -0.92059 0.12223 -0.662
N 0.31723 -0.02578 0.19189 1.154
H -0.49709 1.71952 0.21400 0.278
H -1.08149 -1.36230 -0.02176 0.285
H 2.15629 -0.33496 0.01537 0.315
H -1.44010 0.10238 -0.64543 0.278
```

Calculated values
ΔE to the lowest compared entry with this formula, charge and spin, eV: 3.4422
E_LUMO, eV: 0.727
HOMO-LUMO gap, eV: 9.885
E_tot, eV: -6021.5028
Net charge: 0